Entry from the Open Molecules 2025 dataset: a structure of composition C42H54N6O3PTi in a non-equilibrium geometry (ωB97M-V with the def2-TZVPD basis set).

```
107
Properties=species:S:1:pos:R:3
Ti -0.14959 -0.52504 1.30829
O -2.63275 -5.05360 1.37132
C -1.71124 -5.13097 2.34189
C -1.42629 -6.40281 2.84377
C -0.49870 -6.56476 3.84863
C 0.17666 -5.46721 4.38575
C -0.09099 -4.21217 3.89141
C -1.02787 -4.01801 2.86672
C -1.24778 -2.67174 2.34882
O -0.44998 -1.68548 2.77705
N -2.17520 -2.43983 1.46687
N -2.11173 -1.09488 1.09392
C -3.23290 -0.46799 1.00676
C -3.32767 0.95691 1.04571
C -4.58416 1.57176 0.89050
C -4.74950 2.90639 1.15758
C -3.65433 3.64844 1.61828
C -2.41715 3.07015 1.78891
C -2.22447 1.71406 1.49242
O -1.03633 1.16060 1.67473
H -2.74805 -4.11783 1.11049
H -1.95995 -7.24509 2.42519
H -0.29794 -7.55861 4.22739
H 0.89741 -5.60182 5.17989
H 0.41380 -3.34491 4.29479
H -4.14052 -1.06827 1.02966
H -5.42249 0.96667 0.56626
H -5.71401 3.37768 1.03318
H -3.78205 4.69889 1.84777
H -1.57299 3.64543 2.14469
C 4.48324 -3.20240 0.63017
C 3.70942 -2.86079 1.72771
C 2.39239 -2.45109 1.56152
C 1.83359 -2.36616 0.28623
C 2.61610 -2.71855 -0.81659
C 3.92446 -3.13502 -0.64208
N 0.50238 -1.88604 0.10906
C -0.27932 -2.48893 -0.92036
C -0.99904 -1.69258 -1.80362
C -1.83239 -2.28226 -2.74613
C -1.93624 -3.66219 -2.82132
C -1.20490 -4.45673 -1.94691
C -0.38075 -3.87725 -0.99879
H 5.50315 -3.53707 0.76206
H 4.12007 -2.94022 2.72687
H 1.78457 -2.24008 2.43220
H 2.18728 -2.66476 -1.80979
H 4.51328 -3.41052 -1.50729
H -0.90059 -0.61102 -1.75409
H -2.39335 -1.65974 -3.43137
H -2.58204 -4.11957 -3.55887
H -1.29129 -5.53435 -1.99195
H 0.16867 -4.49317 -0.29642
C 3.43869 1.28608 4.37008
C 2.14203 0.49554 4.36170
N 1.47887 0.65795 3.06860
C 2.22795 0.72811 1.91075
N 1.51477 0.59635 0.81569
C 2.11209 0.80824 -0.50162
C 3.50287 1.41433 -0.39696
C 4.28107 0.69572 0.69083
N 3.55266 0.84620 1.95347
C 4.30678 0.84601 3.20691
H 3.97895 1.12682 5.30258
H 3.21720 2.35261 4.28975
H 1.45665 0.83911 5.13287
H 2.33045 -0.56630 4.53698
H 0.65254 1.24539 3.03570
H 1.44030 1.45078 -1.06916
H 2.15968 -0.15132 -1.02249
H 3.44874 2.47648 -0.14719
H 4.01528 1.32482 -1.35482
H 5.26751 1.13445 0.83349
H 4.40447 -0.36815 0.45779
H 5.15593 1.51814 3.08156
H 4.70314 -0.15979 3.38092
C 1.28860 4.37894 -2.34663
C -0.22206 4.26033 -2.13862
C -0.52985 4.63692 -0.68843
P -0.79390 2.52270 -2.50318
C 0.03581 2.22035 -4.15061
C -0.34720 0.86328 -4.74206
C -0.12359 3.31981 -5.19846
C -2.58839 2.67465 -2.99954
C -3.25846 1.31101 -2.80643
C -3.38196 3.72940 -2.23571
H 1.62694 5.36915 -2.03427
H 1.59582 4.23822 -3.38245
H 1.81783 3.64701 -1.73353
H -0.72255 4.96341 -2.81157
H -0.02405 3.94213 -0.01111
H -1.58947 4.61194 -0.45191
H -0.16126 5.64365 -0.47634
H 1.09593 2.16385 -3.88594
H -1.38039 0.86381 -5.09489
H -0.23091 0.04996 -4.02453
H 0.28289 0.64085 -5.60582
H -1.14828 3.37801 -5.56662
H 0.50941 3.10349 -6.06204
H 0.15472 4.30715 -4.82460
H -2.61899 2.93475 -4.05942
H -4.28477 1.33424 -3.18047
H -3.29113 1.05717 -1.74336
H -2.73247 0.50751 -3.32098
H -4.41999 3.72082 -2.57658
H -2.99494 4.73741 -2.38550
H -3.39191 3.51506 -1.16472
```

Summary:
- Electronic energy: -91917.1687 eV
- Orbital gap: 0.2621 Ha
- Energy above the lowest of the compared OMol25 structures with the same formula, charge and spin: 134.6 kJ/mol
- HOMO energy: -10.39 eV
- Lowest unoccupied orbital energy: -3.3 eV
- Net charge: +1

---

Entry from the Open Molecules 2025 dataset: a structure of composition C42H55BrKN5O2P2Si (ωB97M-V with the def2-TZVPD basis set).

```
109
Properties=species:S:1:pos:R:3
K -0.27497 0.05470 -0.63075
C 5.19581 2.03796 -1.90112
C 4.57707 1.15629 -0.82165
C 5.57003 0.10765 -0.32046
P 2.91399 0.36516 -1.12367
C 3.07985 -0.80770 -2.57609
C 3.19185 -2.24265 -2.04899
C 4.14380 -0.60510 -3.65902
C 1.96679 1.77138 -1.83304
C 1.89612 2.05499 -3.19698
C 1.12804 3.08827 -3.70260
C 0.38741 3.86058 -2.80693
C 0.42924 3.60738 -1.45601
C 1.22208 2.56537 -0.91337
N 1.18288 2.21467 0.40193
C 1.03082 3.13673 1.36863
C 1.50963 4.47565 1.25222
C 1.44050 5.37362 2.29038
C 0.86821 5.01937 3.51454
C 0.37572 3.73001 3.64197
C 0.44354 2.78609 2.62120
P -0.26373 1.10552 2.82476
C 0.61905 0.53695 4.40315
C 0.87721 -0.96438 4.33040
C 0.00583 0.88036 5.75893
C -1.99098 1.47827 3.41153
C -2.74204 0.15072 3.53550
C -2.72291 2.39115 2.42989
H 6.01690 2.62614 -1.47693
H 4.46696 2.73269 -2.31775
H 5.60747 1.44605 -2.71859
H 4.33494 1.80585 0.03054
H 5.85303 -0.58004 -1.12041
H 5.14447 -0.48533 0.49069
H 6.48677 0.57960 0.04752
H 2.09133 -0.74820 -3.04919
H 4.18817 -2.42983 -1.63064
H 3.02932 -2.95055 -2.86538
H 2.45167 -2.44419 -1.27341
H 5.14691 -0.79308 -3.26502
H 4.15181 0.38871 -4.10252
H 3.97023 -1.32621 -4.46245
H 2.42537 1.41891 -3.89329
H 1.06428 3.25381 -4.77018
H -0.27258 4.63725 -3.17907
H -0.20551 4.16908 -0.78189
H 1.95791 4.77508 0.31294
H 1.84206 6.37316 2.15022
H 0.79603 5.72833 4.33007
H -0.10719 3.45269 4.57297
H 1.58420 1.05063 4.33767
H -0.06408 -1.51715 4.40698
H 1.52290 -1.29269 5.15206
H 1.34391 -1.24661 3.38784
H -0.98040 0.42828 5.88323
H -0.10095 1.95203 5.91894
H 0.64248 0.49221 6.56186
H -1.95329 1.96708 4.39151
H -2.84800 -0.30938 2.55024
H -3.74578 0.30848 3.94307
H -2.22727 -0.56735 4.17970
H -2.76289 1.95479 1.42542
H -2.24444 3.36804 2.35625
H -3.75303 2.54000 2.76921
N -2.16273 -3.74647 1.96899
C -3.27957 -3.24787 1.33053
C -2.82623 -2.25600 0.51440
N -1.46578 -2.13750 0.63011
C -1.09726 -3.03677 1.49840
C 0.29064 -3.32242 1.84569
N 1.31713 -2.96162 1.12239
C 2.41804 -3.45557 1.77270
C 2.04765 -4.13146 2.89599
N 0.67245 -4.04908 2.93353
H -2.14122 -4.55791 2.56058
H -4.26234 -3.64124 1.51404
H -3.37345 -1.58788 -0.12933
H 3.40809 -3.28925 1.38732
H 2.61005 -4.63536 3.65998
H 0.08405 -4.37582 3.67931
C -6.30248 3.17486 -1.39566
Si -5.05217 2.24274 -2.45262
C -4.34915 3.46657 -3.69239
C -6.00688 0.94433 -3.42084
C -3.76535 1.51377 -1.45986
C -2.83283 0.99704 -0.83179
H -7.10219 3.59978 -2.00976
H -5.80949 3.98578 -0.85708
H -6.74809 2.51167 -0.65284
H -5.14225 3.92637 -4.29013
H -3.64698 2.97105 -4.36320
H -3.80149 4.25390 -3.17211
H -6.80499 1.39576 -4.01752
H -6.45007 0.21512 -2.74056
H -5.33568 0.40228 -4.08770
Br -1.45346 -5.40253 -5.13158
C -0.78832 -5.43731 -3.34361
C -0.93992 -6.64245 -2.66604
C -0.48357 -6.76698 -1.36381
C 0.09903 -5.66842 -0.74078
C 0.19867 -4.46963 -1.42460
C -0.22007 -4.32590 -2.74962
C 0.06918 -2.97784 -3.43239
O 0.46308 -3.03807 -4.60633
O -0.04998 -2.00200 -2.66975
H -1.40855 -7.47738 -3.16964
H -0.58111 -7.71486 -0.84748
H 0.47655 -5.74576 0.27325
H 0.61443 -3.58695 -0.95474
```

Summary:
- Electronic energy: -168817.5204 eV
- Orbital gap: 0.1770 Ha
- HOMO energy: -1.39 eV
- Lowest unoccupied orbital energy: 3.4 eV
- Net charge: -2

---

Entry from the Open Molecules 2025 dataset: a structure of composition C42H55ClN9O3Rh in a non-equilibrium geometry (ωB97M-V with the def2-TZVPD basis set).

```
111
Properties=species:S:1:pos:R:3
Rh -2.85942 -0.80032 -1.03073
O -7.82399 -3.92551 -5.20033
C -6.89398 -3.24282 -5.53645
O -6.69490 -2.82870 -6.62863
C -5.97385 -2.55325 -4.49137
C -5.25160 -1.41627 -4.73406
C -4.49265 -0.86790 -3.63928
N -4.36642 -1.38088 -2.51615
C -5.15467 -2.43644 -2.20007
C -5.96319 -2.99990 -3.09797
C -4.96244 -3.06182 -0.77545
C -5.49446 -4.32305 -0.61521
C -5.30207 -5.08384 0.48358
C -4.39120 -4.62116 1.45357
C -3.95311 -3.27948 1.25495
N -4.17408 -2.57174 0.16447
C -3.60635 0.39493 -3.86909
C -3.83457 1.22578 -4.96976
C -3.00982 2.36765 -5.03888
C -2.33050 2.86144 -3.94239
C -2.41200 2.11382 -2.76662
N -2.96050 0.92232 -2.77742
H -5.32148 -0.94791 -5.74530
H -6.69813 -3.74112 -2.70595
H -6.01841 -4.74750 -1.38578
H -5.65907 -6.09379 0.43438
H -4.10878 -5.13722 2.31806
H -3.09289 -2.80520 1.89451
H -4.57904 1.15892 -5.77090
H -2.97308 2.92296 -6.00511
H -1.87814 3.79584 -3.99244
H -2.06720 2.45228 -1.78392
C 0.87403 -1.30077 -4.08020
N 0.65704 -2.56034 -3.37524
C 0.96921 -3.79030 -4.12349
C -0.32846 -2.59558 -2.41048
N -1.32595 -1.81602 -2.33313
N -0.14318 -3.50567 -1.46101
C 1.08549 -4.07863 -0.99917
C -1.29119 -4.04799 -0.83971
H 1.94685 -1.22960 -4.20338
H 0.54254 -0.44716 -3.52467
H 0.41019 -1.20607 -5.04360
H 0.52897 -4.72502 -3.63409
H 2.04887 -3.87933 -4.22328
H 0.45547 -3.74847 -5.04332
H -1.50228 -1.22674 -3.14358
H 1.89361 -3.63279 -1.55786
H 1.03261 -5.14193 -0.96713
H 1.20360 -3.86717 0.11111
H -1.52901 -3.48969 0.05309
H -1.11106 -5.02837 -0.50701
H -2.16712 -4.18733 -1.44924
C 2.82103 0.55089 4.65177
C 3.28187 1.68021 3.77289
C 3.25527 2.98834 4.50118
C 2.19647 1.75169 2.60753
C 4.76923 1.39711 3.29847
O 5.61044 1.45800 4.48767
C 5.31973 2.44118 2.28335
C 5.79833 3.81654 2.79789
C 5.26706 4.92000 2.02041
C 4.73842 6.04956 2.70519
C 4.15523 7.07053 2.01933
C 3.92979 6.89991 0.61403
Cl 2.94509 8.05897 -0.36234
C 4.34119 5.75887 -0.04950
C 5.05536 4.86469 0.67685
C 5.04377 -0.06215 2.81161
N 3.98030 -0.66712 2.05505
C 3.62483 -1.97049 2.15487
N 2.97925 -2.37937 1.11905
C 3.02990 -1.23267 0.30687
N 3.64796 -0.16841 0.88461
H 1.90683 0.86025 5.10038
H 3.48307 0.59632 5.52477
H 2.68595 -0.41148 4.15357
H 2.18443 2.99428 4.82819
H 3.36269 3.78686 3.71916
H 3.93768 3.14660 5.31821
H 1.38123 2.33424 3.02250
H 1.84569 0.72609 2.39613
H 2.52705 2.34515 1.73082
H 6.34363 2.13202 4.45998
H 4.62384 2.49215 1.47503
H 6.05601 1.98083 1.70397
H 6.84714 3.80995 2.78313
H 5.40847 3.94074 3.83161
H 4.89621 6.18521 3.78569
H 3.88745 7.97425 2.45477
H 4.17694 5.52622 -1.09088
H 5.33007 4.04210 0.01153
H 5.21767 -0.71461 3.65753
H 6.05143 0.01459 2.30329
H 3.94107 -2.43461 3.07254
H 2.37974 -1.07805 -0.54513
C -3.82104 0.42046 1.60365
C -2.17577 0.62440 1.59382
C -1.63199 -0.02695 2.97990
C -1.84628 2.13653 1.42660
C -1.56649 -0.06334 0.30527
H -4.25866 1.23942 2.05612
H -4.23121 -0.55497 1.98031
H -4.22551 0.54842 0.57210
H -1.98070 0.37443 3.96236
H -0.55351 -0.11868 2.93553
H -1.93086 -1.04771 2.98771
H -2.01755 2.80581 2.28752
H -2.61742 2.37312 0.64749
H -0.83297 2.23809 1.03738
H -0.52308 -0.26954 0.54178
```

Summary:
- Electronic energy: -79519.9573 eV
- 2S+1: 5
- <S²>: 6.040
- Orbital gap (alpha / beta): 0.1755 / 0.1988 Ha
- Energy above the lowest of the compared OMol25 structures with the same formula, charge and spin: 685.4 kJ/mol
- HOMO energy (alpha / beta): -4.49 / -8.09 eV
- Lowest unoccupied orbital energy (alpha / beta): 0.3 / -2.7 eV

---

Entry from the Open Molecules 2025 dataset: a structure of composition C42H56As2NO5PSr in a non-equilibrium geometry (ωB97M-V with the def2-TZVPD basis set).

```
108
Properties=species:S:1:pos:R:3
Sr 2.50411 0.69100 0.74162
O 2.22909 4.78127 0.96688
C 2.37698 3.53106 0.57357
O 1.49974 2.89740 0.01827
C 3.81987 3.05879 0.85787
O 4.03855 2.20125 1.94914
C 3.13370 2.47626 3.05823
C 1.56316 2.09274 3.06305
O 1.24900 0.89263 2.83551
O 0.87581 3.05850 3.37558
H 1.28444 5.03506 0.88053
H 4.16504 2.59282 -0.06607
H 4.38332 3.97527 1.03958
H 3.52803 1.90005 3.89324
H 3.22342 3.54814 3.22924
C -1.36118 0.22726 0.70852
C -1.94865 1.62200 0.91619
As -1.77229 2.84525 -0.62258
C -1.36470 4.54569 0.27388
C -1.03294 4.71424 1.61613
C -0.70642 5.97409 2.11334
C -0.71488 7.08415 1.27878
C -1.04505 6.92721 -0.06261
C -1.35973 5.66905 -0.55623
C -3.66846 3.16706 -0.96286
C -4.15540 2.89439 -2.23996
C -5.49561 3.10743 -2.54466
C -6.35516 3.60592 -1.57526
C -5.87597 3.88444 -0.30005
C -4.53986 3.66397 0.00344
As -2.32059 -1.16449 -0.30628
C -2.43309 -0.46931 -2.12740
C -3.53106 -0.77393 -2.93358
C -3.55942 -0.39366 -4.26651
C -2.47544 0.27531 -4.82508
C -1.36100 0.54214 -4.04572
C -1.33933 0.16879 -2.70763
C -4.06173 -0.66104 0.46239
C -5.05792 0.06272 -0.18298
C -6.23977 0.38003 0.47731
C -6.43295 -0.01591 1.79350
C -5.44279 -0.74099 2.44430
C -4.27150 -1.07049 1.77683
H -1.29577 -0.23361 1.70006
H -0.32604 0.36144 0.40606
H -1.38944 2.07372 1.73858
H -2.99294 1.57759 1.22447
H -0.98842 3.87615 2.29900
H -0.44441 6.07538 3.15915
H -0.46736 8.06263 1.66940
H -1.05244 7.78351 -0.72495
H -1.60596 5.55599 -1.60737
H -3.48650 2.49639 -2.99474
H -5.86552 2.88668 -3.53803
H -7.39758 3.77898 -1.81111
H -6.54544 4.27128 0.45803
H -4.17172 3.88559 0.99932
H -4.37331 -1.31491 -2.51916
H -4.42417 -0.62956 -4.87361
H -2.49572 0.57110 -5.86604
H -0.50296 1.04424 -4.47501
H -0.45480 0.36866 -2.11778
H -4.91549 0.40552 -1.19794
H -7.00207 0.95067 -0.03870
H -7.34994 0.23694 2.30970
H -5.58595 -1.05888 3.46921
H -3.51227 -1.65426 2.28765
C 3.10719 -2.81147 -2.82148
C 3.84720 -3.43237 -1.61971
C 5.24148 -2.78919 -1.58790
C 4.02902 -4.93441 -1.87417
P 2.92170 -2.92464 -0.04320
N 2.49126 -1.44085 -0.08511
C 4.07657 -3.27227 1.43488
C 3.22580 -3.20876 2.71436
C 4.84553 -4.59964 1.43976
C 5.10385 -2.13157 1.56143
C 1.42578 -4.07013 0.15794
C 1.71361 -5.53009 0.53157
C 0.65340 -4.05685 -1.17222
C 0.49388 -3.45779 1.22967
H 3.80494 -2.69472 -3.65569
H 2.70698 -1.83095 -2.55872
H 2.28907 -3.43669 -3.16956
H 5.68639 -2.86674 -2.58358
H 5.91432 -3.29033 -0.89540
H 5.18400 -1.73189 -1.32410
H 4.63850 -5.06182 -2.77488
H 3.08144 -5.43823 -2.05539
H 4.53949 -5.44585 -1.05962
H 2.55340 -4.05736 2.81017
H 2.63170 -2.29326 2.75596
H 3.89031 -3.22332 3.58315
H 4.19111 -5.46636 1.36250
H 5.39149 -4.68303 2.38530
H 5.58368 -4.65505 0.64119
H 4.64182 -1.16470 1.35435
H 5.95082 -2.24474 0.89042
H 5.49388 -2.10810 2.58288
H 2.41810 -6.01515 -0.14212
H 0.77448 -6.09038 0.48148
H 2.09020 -5.62906 1.54880
H 1.12597 -4.67929 -1.93034
H 0.54821 -3.04147 -1.55956
H -0.35075 -4.45323 -1.00323
H 0.63456 -3.91993 2.20571
H -0.54773 -3.61092 0.94101
H 0.65222 -2.38223 1.32582
```

Summary:
- Electronic energy: -187992.6769 eV
- Orbital gap: 0.2605 Ha
- Energy above the lowest of the compared OMol25 structures with the same formula, charge and spin: 164.7 kJ/mol
- HOMO energy: -7.36 eV
- Lowest unoccupied orbital energy: -0.3 eV